Below is a cluster of 6 separate species, C26H52Cl6FO12P3 in total, with properties calculated with ωB97M-V with the def2-TZVPD basis set.

As for the HOMO energy: -0.3513 Eh. The total charge is 0. The gap between HOMO and LUMO comes out at 9.88 eV. Its spin multiplicity is 1. The LUMO energy is 0.32 eV. The electronic energy is -158099.95731 eV. As for the energy above the lowest of the compared OMol25 structures with the same formula, charge and spin: 2.319 eV.

Structure (XYZ):
```
100
Properties=species:S:1:pos:R:3:lowdin_charge:R:1
Cl -4.90706 -4.11884 -3.57238 0.542
Cl -2.79313 -5.81091 -2.56549 0.560
Cl -2.24173 -0.69837 -1.56106 0.599
Cl -5.25701 -7.02901 -3.60927 0.529
Cl 0.13790 -1.94038 -2.79207 0.574
Cl -0.72049 -2.64399 -0.03721 0.555
P 1.20703 2.27748 3.39047 0.537
P -3.99061 -1.82377 3.00981 0.532
P 4.01135 1.88974 -2.27876 0.523
F -1.93726 -2.82255 -4.36176 -0.068
O 4.49860 0.36489 -1.98720 -0.197
O 1.16390 1.23180 4.43721 -0.238
O -3.27321 -3.04050 3.83842 -0.190
O 3.36235 2.56947 -1.09810 -0.255
O 0.82095 1.81230 1.86480 -0.193
O 5.32728 2.62662 -2.90361 -0.183
O 2.76807 2.82813 3.14871 -0.189
O -3.95644 -2.40566 1.50584 -0.221
O -5.32258 -1.47626 3.60938 -0.241
O 3.07416 1.74155 -3.62138 -0.215
O -2.87999 -0.60215 2.94043 -0.206
O 0.25232 3.55864 3.57879 -0.201
C -4.67789 -3.96083 -0.23229 -0.085
C -2.55043 -0.57569 -4.95554 -0.053
C -2.07818 -0.10878 5.13756 -0.070
C -2.77767 0.41557 -5.87955 -0.075
C 4.49470 1.10081 3.05881 -0.071
C -5.01200 -3.18534 1.08383 -0.287
C -2.16838 -1.87655 -5.33713 -0.254
C -1.28492 -2.19428 -1.68189 -1.402
C -1.77733 -2.11075 -6.63216 -0.041
C -1.10145 -3.94648 4.48819 -0.051
C 1.68138 1.19991 -3.50749 -0.223
C -2.01549 -3.46735 3.31829 -0.285
C 4.70192 -0.07850 -0.64308 -0.239
C -2.49102 0.13444 -7.24204 -0.058
C 0.71461 2.41736 -3.50578 -0.058
C 3.74338 2.20232 2.34178 -0.298
C -1.41121 1.55759 1.10900 -0.075
C -4.08517 -5.69866 -3.76014 -1.487
C -0.18169 0.81671 1.70802 -0.252
C -2.00421 -1.15212 -7.57426 -0.089
C 3.30190 -0.55820 -0.09757 -0.063
C 0.26201 4.22570 4.80492 -0.296
C 7.19928 4.04458 -2.59193 -0.089
C 0.09861 5.65593 4.41282 -0.063
C 6.51112 2.81379 -2.10012 -0.284
C -2.88275 0.39441 3.98632 -0.274
H 3.83535 0.30807 3.41225 0.073
H 5.46333 -0.85841 -0.63290 0.118
H -2.14057 0.76606 0.93689 0.029
H -1.58340 -4.70388 5.10639 0.076
H 0.70725 2.85502 -4.50402 0.075
H -3.84242 -4.58422 0.08626 0.058
H 2.52597 0.19953 0.01140 0.051
H -1.85560 2.36778 1.68710 0.076
H -1.15283 1.83358 0.08667 0.062
H -1.02363 0.06550 4.92392 0.055
H -1.91419 -3.03704 -1.96804 -0.029
H 0.19418 6.37388 5.22738 0.078
H 0.94663 5.99901 3.82016 0.086
H -0.57325 3.70425 5.27241 0.124
H -0.47140 0.33589 2.64235 0.086
H 2.87438 -1.26900 -0.80476 0.059
H 8.26759 4.03229 -2.37592 0.080
H 4.40682 3.00133 2.01081 0.122
H -5.52068 -4.61905 -0.44333 0.075
H 3.31835 1.81393 1.41625 0.071
H -2.59122 0.94532 -7.94831 0.095
H 1.56023 0.62095 -2.59195 0.072
H -0.84052 5.76148 3.86968 0.087
H 7.22868 2.01152 -2.27209 0.118
H 6.66465 4.89063 -2.16012 0.083
H -5.21091 -3.87457 1.90451 0.120
H 0.18151 0.06284 1.00955 0.088
H -2.55001 1.41307 3.78705 0.111
H -5.80635 -2.45005 0.95559 0.121
H -0.77887 -3.08452 5.07220 0.064
H 1.17765 3.95243 5.32935 0.119
H -2.88197 -0.33502 -3.95626 0.044
H -3.12930 1.39619 -5.59466 0.106
H -1.45618 -3.05891 -7.03745 0.119
H 3.42799 -1.14223 0.81408 0.074
H 4.83578 1.49417 4.01642 0.077
H 5.31818 0.68660 2.47708 0.070
H -0.15135 -4.41722 4.23551 0.071
H -2.32046 0.48912 6.01615 0.087
H -2.19009 -4.31935 2.66124 0.107
H 1.00946 3.08260 -2.69423 0.075
H -0.26926 1.97776 -3.34193 0.061
H 6.37474 2.94368 -1.02651 0.118
H 5.08770 0.68998 0.02678 0.087
H 7.24651 4.18622 -3.67166 0.082
H -2.24558 -1.15025 5.41221 0.071
H -4.40432 -3.34450 -1.08869 0.012
H -3.88941 0.61296 4.34265 0.110
H -1.72779 -1.46042 -8.57172 0.104
H -3.66698 -5.66049 -4.76601 0.018
H 1.53791 0.65650 -4.44143 0.111
H -1.55581 -2.71484 2.67756 0.066
```

---

Below is a cluster of 6 separate species, C26H52ClFNO11P in total, with properties calculated with ωB97M-V with the def2-TZVPD basis set.

As for the HOMO energy: -0.3143 Eh. The total charge is 0. The gap between HOMO and LUMO comes out at 8.83 eV. Its spin multiplicity is 1. The LUMO energy is 0.27 eV. The electronic energy is -76347.98353 eV. As for the energy above the lowest of the compared OMol25 structures with the same formula, charge and spin: 0.221 eV.

Structure (XYZ):
```
93
Properties=species:S:1:pos:R:3:lowdin_charge:R:1
Cl -2.41219 -3.49617 -3.35185 0.270
P -3.19382 -1.68338 -2.75972 0.727
F -3.08467 -0.50562 -5.11242 -0.096
O -2.94059 1.35338 0.82245 -0.013
O -4.65404 2.70975 0.90601 0.081
O -2.76009 5.91328 -0.79237 -0.010
O 5.31271 -1.83415 0.50700 0.084
O -1.01497 6.55084 0.36755 0.101
O 5.88669 -3.93559 0.33607 0.004
O -5.38486 -4.08866 -2.66168 0.045
O 0.75268 -1.21827 -0.49983 -0.016
O -0.27997 -2.30314 1.09858 0.099
O 1.26989 0.56022 4.30209 0.106
O 2.88328 -0.79890 3.73493 -0.004
N -4.58866 -2.12750 -1.82787 -0.327
C -3.49834 2.51443 1.18821 -0.532
C 6.16840 -2.62770 0.21423 -0.514
C -1.16811 0.56406 2.33109 -0.064
C -4.03097 -1.22945 -4.36953 -0.535
C -4.68866 -1.30906 -0.60478 -0.128
C -4.00743 6.18025 -1.44443 -0.230
C -2.68991 3.51464 1.97624 0.019
C -3.82578 6.53136 -2.90603 -0.064
C 2.40351 -1.76429 -2.21556 -0.059
C 2.44179 0.30945 4.36213 -0.516
C -5.28965 -0.39848 -4.12509 -0.254
C -2.26046 8.32667 -0.59869 0.013
C -4.92261 -3.50051 -1.71261 -0.597
C -5.65219 0.48229 -5.32326 -0.104
C 6.77722 -4.97189 -0.09878 -0.230
C 2.03504 -2.78981 0.92141 0.020
C 1.95322 -0.78866 -1.14902 -0.228
C 0.75629 -2.08871 0.53263 -0.518
C -4.66163 -4.22069 -0.41190 0.000
C -1.54021 1.05678 0.95330 -0.220
C 7.54552 -2.18785 -0.22036 0.020
C 3.41186 1.18117 5.12462 0.017
C -1.96748 6.87669 -0.28670 -0.533
C 4.27209 -1.11389 3.57492 -0.235
C 4.83593 -1.83263 4.78292 -0.057
C 7.82523 -5.29772 0.94343 -0.061
H -4.79716 6.66030 -3.38392 0.082
H -0.12003 0.28141 2.35645 0.056
H 2.73667 -0.59126 -0.41590 0.109
H -3.25659 7.45229 -3.03482 0.067
H -6.10616 -1.07932 -3.88125 0.110
H 4.25962 -2.73600 4.98264 0.084
H -2.90259 3.38197 3.03668 0.097
H -1.64736 8.62227 -1.44963 0.096
H 4.30555 -1.75917 2.70084 0.090
H -3.00655 4.50919 1.67373 0.076
H 3.37177 0.89736 6.17606 0.096
H 8.13130 -1.97054 0.67256 0.098
H -4.59822 -0.25375 -0.87030 0.063
H -4.56604 6.94353 -0.90088 0.114
H 8.47935 -4.44766 1.13867 0.069
H 1.60617 -1.91785 -2.94287 0.082
H -5.14390 0.25475 -3.25524 0.097
H -3.28945 5.73271 -3.41807 0.085
H 5.87414 -2.11374 4.60164 0.079
H -1.96450 8.92085 0.26172 0.090
H -1.37095 0.26712 0.22303 0.103
H 2.01512 -2.93199 1.99929 0.089
H 4.44109 1.11684 4.78307 0.068
H -5.84665 -0.11089 -6.22195 0.077
H -1.33504 1.32287 3.09634 0.071
H 6.12937 -5.83076 -0.26258 0.125
H -4.56319 5.24946 -1.34602 0.124
H -6.54187 1.07148 -5.09010 0.071
H 7.43958 -1.27065 -0.79347 0.093
H -1.61729 3.44779 1.81983 0.074
H -4.84278 1.17786 -5.55795 0.070
H 2.04651 -3.76861 0.44118 0.099
H -1.76448 -0.31052 2.59041 0.086
H 4.84080 -0.21804 3.32225 0.116
H 7.21747 -4.71612 -1.06301 0.113
H 2.65968 -2.73420 -1.78850 0.069
H 7.34634 -5.57413 1.88249 0.085
H -0.94120 1.91569 0.64378 0.118
H 1.68906 0.16600 -1.60194 0.124
H -5.67524 -1.46212 -0.15904 0.100
H 2.94938 -2.26370 0.66436 0.040
H -3.30139 8.53868 -0.82630 0.068
H 3.07816 2.21136 5.03354 0.092
H 4.80184 -1.21209 5.67918 0.069
H -3.92155 -1.52943 0.14344 0.075
H 3.28055 -1.37584 -2.73451 0.080
H -5.58467 -4.73191 -0.12325 0.092
H 8.08284 -2.91418 -0.82310 0.071
H -4.35659 -3.57445 0.40824 0.063
H 8.44110 -6.13213 0.60801 0.084
H -3.89328 -4.97479 -0.59167 0.091
H -4.28278 -2.14849 -4.91046 0.102
```

---

Below is a structure of composition C26H52O26Rb2, with properties calculated with ωB97M-V with the def2-TZVPD basis set.

As for the HOMO energy (spin up / spin down): -0.4155 / -0.3971 Eh. The total charge is +1. The gap between HOMO and LUMO (spin up / spin down) comes out at 8.61 / 6.25 eV. Its spin multiplicity is 2. The LUMO energy (spin up / spin down) is -2.69 / -4.55 eV. The electronic energy is -82340.51633 eV. As for the energy above the lowest of the compared OMol25 structures with the same formula, charge and spin: 0.000 eV.

Structure (XYZ):
```
106
Properties=species:S:1:pos:R:3:lowdin_charge:R:1
Rb -1.35983 -3.12037 -2.31538 0.874
Rb 1.74618 0.68707 -3.27998 0.892
O 1.97215 4.08755 1.63528 0.018
O 0.68043 3.40286 -4.38861 -0.027
O -4.87749 -2.67983 4.06886 0.005
O 0.45625 5.74098 1.31154 0.121
O -1.16143 -0.26371 -2.25706 -0.443
O -5.32942 2.92907 -0.32547 0.107
O 4.91571 0.29320 -4.03490 0.022
O 1.10922 -1.16569 6.07982 0.117
O 2.01334 5.82890 2.95431 0.020
O -1.38832 -5.30245 0.13782 0.001
O 0.64172 0.87525 6.94063 0.003
O -4.62580 2.62164 -2.48546 -0.004
O 0.30585 5.34430 -3.11870 0.038
O 0.63875 0.67976 4.75589 0.008
O -6.76102 2.72729 -2.10538 0.000
O -2.67822 -6.41286 1.71714 0.033
O 1.74081 -0.12461 -0.48988 -0.230
O 2.34334 -5.10565 -2.08330 0.000
O -2.92302 -1.37702 3.84033 0.078
O 4.32648 -5.11090 -3.26071 0.123
O 2.79450 -6.77511 -3.49345 -0.037
O 6.98954 1.03017 -3.39875 0.027
O -1.92256 -4.46263 2.19581 0.033
O 0.38144 5.53211 -5.17434 0.035
O 6.02340 -0.27819 -2.10115 0.018
O -4.43208 -1.64815 2.17415 0.000
C -3.96975 -1.88425 3.40754 -0.507
C 0.45426 4.64919 -4.23230 -0.569
C 0.57857 -0.07079 3.53464 -0.046
C 0.79469 -0.00590 5.92375 -0.550
C 5.05436 -1.18852 -1.59570 -0.016
C -2.74823 -7.60794 1.04113 -0.056
C 1.69674 7.09711 3.32950 -0.085
C 3.30409 -5.65325 -2.87695 -0.512
C 5.88654 0.36914 -3.24096 -0.588
C 2.64442 -3.91107 -1.45458 -0.077
C -5.53940 2.78494 -1.52280 -0.546
C 1.28166 3.05258 1.01490 -0.055
C 0.35409 -0.27037 -0.07369 -0.240
C 3.56310 -7.49190 -4.49641 -0.015
C 1.36682 5.23915 1.94759 -0.550
C 7.41338 1.61582 -4.61316 -0.015
C -7.91894 3.01006 -1.37555 -0.069
C -3.97692 -0.60023 1.33535 -0.030
C 0.67644 0.35809 8.29626 -0.041
C 0.51078 5.10599 -6.54069 -0.001
C -1.09597 -3.31228 2.01432 -0.024
C -1.96288 -5.39297 1.26239 -0.536
C -0.82226 0.32511 -1.03329 -0.380
C -4.62866 -3.11816 5.37552 -0.068
C -3.25475 2.71368 -2.26631 -0.049
C 0.28448 4.68165 -1.85758 -0.037
H 1.71054 0.42814 8.63364 0.092
H -1.50203 -2.69826 1.21046 0.082
H -3.80228 -7.87899 0.98111 0.104
H -8.83537 2.77706 -1.91773 0.097
H 6.89603 2.52075 -4.93184 0.100
H -5.51074 -3.16939 6.01382 0.092
H -0.38536 3.83923 -1.68510 0.084
H -0.87280 1.41359 -1.00574 0.083
H 4.54261 -7.76293 -4.10244 0.097
H 0.20870 0.90475 9.11510 0.088
H 1.95543 2.24103 0.74009 0.097
H 3.49361 -3.84891 -0.77405 0.111
H -7.93226 4.03248 -0.99796 0.101
H -4.75339 0.01779 0.88452 0.099
H 0.34606 -0.66093 8.49760 0.093
H -1.08107 -2.76528 2.95702 0.083
H -0.16913 5.72390 -7.12720 0.099
H -0.04051 -3.52206 1.84084 0.105
H 2.94355 -8.35778 -4.72990 0.098
H -3.47893 -1.07595 0.49048 0.074
H 1.50501 5.37614 -6.89654 0.101
H 1.66670 7.86655 2.55804 0.106
H 0.15091 0.26147 0.85580 0.073
H -0.39846 0.08461 3.07708 0.076
H -0.00317 5.41250 -1.10179 0.092
H -2.25480 -7.57724 0.06969 0.098
H -8.05839 2.40358 -0.48065 0.092
H -2.31199 -8.43999 1.59385 0.102
H 2.82724 -3.10871 -2.16935 0.085
H 0.38491 2.71725 1.53595 0.106
H 0.49500 -1.14771 3.68077 0.083
H -3.14954 3.77633 -2.48494 0.108
H 1.31495 4.43910 -1.59797 0.099
H -4.16155 -2.36345 6.00823 0.097
H 0.80188 3.47282 0.13098 0.049
H 7.33807 0.77095 -5.29772 0.107
H 3.72552 -6.83435 -5.35043 0.095
H 1.32251 0.23631 2.79955 0.087
H -3.25240 0.05044 1.82505 0.097
H 8.45252 1.94381 -4.58640 0.099
H -4.19370 -4.11576 5.43633 0.101
H 2.42924 7.47851 4.04090 0.099
H -3.02415 2.64170 -1.20342 0.087
H 5.03547 -1.02099 -0.51882 0.108
H 0.15738 -1.33588 0.04503 0.078
H 1.74948 -3.57175 -0.93301 0.085
H -1.72928 0.06469 -0.48777 0.083
H 5.40165 -2.20517 -1.77984 0.104
H 4.08796 -0.96864 -2.04939 0.054
H 0.29266 4.04549 -6.66665 0.095
H 0.78007 7.03546 3.91603 0.106
H -2.68066 2.00546 -2.86377 0.097
```

---

Below is a structure of composition C26H53AsIN2O4, with properties calculated with ωB97M-V with the def2-TZVPD basis set.

As for the HOMO energy: -0.1460 Eh. The total charge is -1. The gap between HOMO and LUMO comes out at 6.50 eV. Its spin multiplicity is 1. The LUMO energy is 2.53 eV. The electronic energy is -107928.15396 eV.

Structure (XYZ):
```
87
Properties=species:S:1:pos:R:3:lowdin_charge:R:1
I -1.11148 -2.85534 -3.97925 0.786
As 0.01345 -1.18026 -0.43819 1.068
O -2.43411 4.26397 -2.51925 0.123
O 1.49166 -1.89370 1.98565 -0.226
O -0.21637 4.42650 -2.57778 -0.036
O -4.09823 -0.35414 3.46352 0.078
N -1.57694 -2.41450 -0.70649 -0.069
N -3.37119 0.80077 1.62191 -0.092
C 0.53442 -2.45631 1.09156 -0.302
C -3.24936 -3.92345 0.14475 -0.065
C -0.68018 0.01134 -1.94401 -0.311
C -2.65960 -0.13974 0.71395 -0.200
C -1.20663 2.24681 -2.97873 -0.098
C 4.11661 1.46026 3.34200 -0.117
C -3.19624 2.22046 1.33890 -0.252
C -1.38843 3.71200 -2.70762 -0.479
C 1.20341 -2.27846 -1.78826 -0.322
C 4.03699 0.92700 1.90678 -0.258
C 1.70216 1.13724 0.87396 -0.273
C -0.97494 -4.82613 -0.63509 -0.076
C 1.65568 -1.73976 -4.26741 -0.210
C -1.85988 -3.59761 -0.40499 -0.542
C 1.45048 -2.52020 3.24314 -0.308
C 1.65631 0.01883 -0.16103 -0.294
C -0.74440 1.51149 -1.70125 -0.227
C -3.33858 0.45562 2.98798 -0.490
C -1.14872 -0.16347 0.92262 -0.245
C -2.28283 1.11597 3.86981 -0.012
C 0.68054 4.41856 -3.69289 -0.238
C 0.93784 -2.63855 -3.24946 -0.777
C 3.10656 1.75003 1.00269 -0.225
C 2.57195 -1.98483 4.10675 -0.081
C 1.93594 3.60659 -3.39867 -0.064
C -4.15423 2.67744 0.23906 -0.073
H -2.75360 1.61484 4.71796 0.079
H -4.27894 1.90152 -0.51536 0.069
H -2.16198 2.49128 1.07841 0.100
H 0.91425 -3.41502 0.72156 0.060
H -5.13785 2.89054 0.66041 0.068
H 3.54814 1.82031 0.00387 0.098
H -1.58599 -5.67914 -0.93919 0.061
H -0.38846 -2.66413 1.64779 0.071
H 1.02225 -0.93943 -4.64823 0.032
H -0.45964 -5.12033 0.28503 0.065
H -1.63880 1.80215 3.32549 0.065
H -3.42129 2.78136 2.24885 0.113
H -3.47524 -4.99232 0.16496 0.053
H -0.05789 -0.15716 -2.82929 0.035
H 1.84716 2.57034 -3.72462 0.068
H -3.33993 -3.52515 1.15886 0.065
H 5.04345 0.92135 1.47990 0.097
H 2.80157 4.04122 -3.90060 0.070
H -3.79394 3.58651 -0.24455 0.060
H 0.93430 5.46275 -3.87856 0.115
H 0.47544 -2.33406 3.71869 0.116
H 0.16144 4.05215 -4.58233 0.120
H 1.95928 -2.32865 -5.13550 0.061
H 1.82173 0.46998 -1.15086 0.060
H 2.66588 -2.56711 5.02450 0.070
H 0.24272 1.90393 -1.44976 0.087
H -0.22669 -4.63141 -1.39904 0.033
H 2.55240 -1.30700 -3.81981 0.067
H 3.69793 -0.11173 1.91252 0.083
H -2.92623 0.16012 -0.30022 0.095
H 1.45231 -3.19922 -1.26113 0.039
H -1.44534 1.77431 -0.90775 0.086
H 1.40172 0.75551 1.85536 0.100
H -1.67725 -0.36003 -2.19348 0.030
H 2.12511 3.60995 -2.32550 0.079
H -0.79830 0.86786 0.98844 0.036
H -3.08572 -1.12171 0.88568 0.091
H 3.21393 2.02095 3.59889 0.069
H 2.14278 -1.71987 -1.82035 0.042
H 1.54315 -3.60988 3.12129 0.116
H -1.65932 0.31139 4.26154 0.080
H -0.46862 2.07409 -3.76542 0.106
H 1.00320 1.94132 0.62530 0.086
H -3.99983 -3.41992 -0.46710 0.071
H 4.23990 0.66477 4.07622 0.049
H 1.29079 -3.65322 -3.41365 0.041
H -2.15891 1.83562 -3.31363 0.129
H 3.03408 2.76642 1.40574 0.099
H 4.95735 2.14844 3.45868 0.062
H 2.37441 -0.94950 4.38708 0.065
H -0.96701 -0.59612 1.91300 0.065
H 2.52551 -0.62637 -0.00043 0.064
H 3.51292 -2.00691 3.55567 0.073
```